[1]
24
Properties=species:S:1:pos:R:3:forces:R:3:mulliken_charge:R:1 method="wB97M-V/def2-TZVPD" spin_multiplicity=1 total_charge=0 gap_ev=9.593 homo_ev=-8.77 lumo_ev=0.8
O 0.3551 -0.3517 -2.3645 -0.935 0.041 0.886 -0.6079
O -0.3653 2.1799 -1.6356 -0.381 -0.287 -0.246 -0.4161
N -1.2732 1.1157 -1.7981 1.005 -0.134 0.240 -0.0726
C 1.4032 -0.1738 0.3815 -1.253 0.252 -3.456 -0.4126
C -0.0644 -0.6954 0.7757 3.684 0.023 4.621 0.6660
C 1.7483 1.2516 0.7908 -0.160 -0.426 0.083 -1.3849
C -0.7647 -0.1506 -1.8962 -0.281 0.892 -2.593 -0.0977
C -1.2352 0.1805 1.1743 -0.291 -0.182 -0.798 -1.3746
C -0.3201 -2.1649 0.5104 0.057 0.181 -0.722 -1.4216
H 2.7239 1.5128 0.3827 0.057 0.043 0.069 0.3754
H 0.4356 1.8740 -2.0994 -0.208 -0.141 -0.013 0.3713
H -0.9429 1.2265 1.2440 -0.151 0.063 0.010 0.3217
H -1.3155 -2.4694 0.8217 -0.127 -0.002 0.132 0.3593
H 1.7897 1.3505 1.8752 0.037 0.085 0.143 0.3583
H 0.4066 -2.8070 1.0039 0.035 0.020 0.088 0.3453
H -0.2277 -2.3678 -0.5514 -0.073 -0.275 -0.336 0.2931
H 2.1648 -0.8817 0.7206 -0.280 -0.043 0.189 0.4652
H -1.6743 -0.1452 2.1240 0.212 0.073 -0.097 0.3856
H 0.5567 -0.7037 1.7421 -2.233 -0.705 0.456 0.2655
H 1.0219 1.9675 0.4141 -0.028 0.025 -0.043 0.2910
H 1.3592 -0.2641 -0.7190 1.153 0.367 0.510 0.2753
H -1.5786 -0.8946 -1.8957 0.277 -0.121 0.517 0.4417
H -2.0243 0.0619 0.4296 -0.231 0.340 0.092 0.2822
H -2.1788 1.3490 -1.4308 0.112 -0.087 0.270 0.2912

=====

[2]
72
Properties=species:S:1:pos:R:3:forces:R:3:mulliken_spin:R:1 method="wB97M-V/def2-TZVPD" s_squared=0.76 spin_multiplicity=2 total_charge=+1 gap_ev="6.827 / 6.288" homo_ev="-11.34 / -11.33" lumo_ev="-4.5 / -5.0"
Re 0.1619 -0.2467 -0.0135 -0.039 -2.746 -0.074 0.6849
Br -0.3748 -7.6611 1.2874 0.028 0.028 -0.018 -0.0001
O -0.2730 -0.0688 1.9439 0.008 0.535 -1.046 0.0170
O 1.5192 -1.9847 -1.1068 -0.564 1.478 0.248 -0.0069
O -1.7733 1.8975 0.1759 -0.047 0.016 -0.015 0.0235
O -1.7589 -0.7642 -0.3504 0.432 -0.081 -0.160 0.0616
O -3.0737 -1.9876 0.9968 0.139 -0.218 -0.141 0.0050
O -1.3181 -0.2645 3.8948 0.269 -0.174 0.025 -0.0006
O 0.1288 -2.3129 0.5082 -0.217 0.227 0.501 0.0474
N 3.9677 0.6345 2.8493 -0.022 0.020 0.010 -0.0004
N -0.2255 0.0472 -2.0984 -0.175 0.229 0.219 -0.0395
N -1.7941 0.7569 -4.2527 0.042 0.042 -0.016 0.0181
N 0.8629 1.6338 -0.5149 0.215 0.100 0.119 -0.0010
N 2.5368 8.3535 -1.6572 0.015 0.043 0.009 0.0021
N 2.0164 -0.0018 0.9848 0.487 0.146 0.155 0.0364
C 1.9888 -6.8995 -0.0927 0.061 0.049 -0.024 0.0010
C 0.3953 2.2533 -1.6109 -0.095 -0.058 -0.009 0.0789
C -1.1700 1.6775 -3.5312 -0.007 -0.008 -0.137 -0.0136
C -1.5880 -0.5169 -3.9341 0.089 0.087 -0.045 -0.0048
C 1.3279 -4.2195 -0.2386 0.033 0.051 -0.040 0.0016
C -3.9394 2.7232 0.4706 0.096 0.019 0.014 0.0016
C 0.4567 -5.1014 0.3967 0.028 0.070 0.025 0.0048
C -1.8708 2.3006 1.5566 -0.223 0.154 0.055 0.0067
C 2.5260 -4.6621 -0.7895 -0.010 0.025 -0.069 0.0006
C 2.4730 1.2613 1.1192 -0.130 -0.076 -0.022 -0.0187
C 2.1841 6.4912 -0.2023 0.002 0.036 0.058 0.0024
C 1.8556 2.2026 0.1918 -0.023 0.003 0.069 0.0272
C -1.3030 0.1465 2.7701 -0.241 -0.037 0.180 0.0022
C -2.9741 3.3559 1.5089 -0.016 -0.041 -0.106 0.0010
C -3.2659 0.3924 1.1138 0.282 -0.153 -0.418 0.0011
C 2.8563 -6.0040 -0.7048 -0.013 -0.034 -0.007 -0.0006
C 3.5118 -0.6051 2.7116 0.035 0.110 -0.022 0.0059
C 2.2496 3.5024 -0.0535 0.025 0.052 0.005 -0.0109
C -2.6814 -0.9278 0.6063 -0.270 0.561 0.330 0.0145
C 2.3257 7.5501 -2.6958 -0.001 -0.001 0.120 -0.0008
C 0.7402 3.5530 -1.9027 -0.014 0.126 -0.052 -0.0136
C -0.8075 -0.8853 -2.8501 0.096 -0.134 -0.048 0.0287
C 0.9794 -2.7870 -0.2988 0.017 -0.383 0.040 -0.0034
C -0.3688 1.3386 -2.4543 -0.088 -0.008 0.048 0.0052
C -2.4109 1.0352 2.2465 0.161 -0.084 0.070 0.0022
C 2.5262 -0.9319 1.7940 0.056 -0.035 -0.017 0.0023
C 2.4651 7.8293 -0.4370 -0.009 -0.026 -0.146 -0.0007
C 3.4412 1.5606 2.0623 0.104 0.006 0.075 0.0026
C -3.1541 1.4795 0.0326 -0.222 0.119 0.224 0.0006
C 0.7986 -6.4394 0.4520 -0.082 -0.085 0.042 0.0002
C 1.9608 5.6547 -1.2895 0.004 -0.043 -0.006 0.0028
C 1.6353 4.2283 -1.0736 0.013 -0.009 0.033 0.0118
C 2.0316 6.2009 -2.5648 0.009 -0.013 -0.074 0.0030
H 2.1089 6.1245 0.8138 0.013 0.009 -0.014 0.0004
H -2.0775 -1.2667 -4.5410 0.018 -0.020 0.014 0.0001
H 3.7911 2.5770 2.1968 0.010 -0.016 -0.029 0.0000
H -0.4640 -4.7378 0.8333 -0.002 -0.012 -0.013 0.0025
H -4.2826 0.1722 1.4274 -0.037 0.163 0.067 -0.0004
H -3.4303 3.5221 2.4826 -0.001 0.010 0.001 0.0003
H 2.3963 8.0065 -3.6761 0.002 -0.024 -0.002 0.0000
H 2.6361 8.5109 0.3878 -0.008 -0.020 0.011 0.0000
H -1.3283 2.7146 -3.8018 -0.015 -0.017 0.006 -0.0002
H -4.1225 3.3900 -0.3700 0.004 0.009 0.018 0.0002
H 3.7892 -6.3626 -1.1185 -0.014 0.004 -0.006 0.0000
H -3.3451 1.1395 -0.9804 0.090 -0.010 -0.035 -0.0003
H 1.8910 5.5903 -3.4480 0.012 0.026 0.004 -0.0001
H -0.9055 2.6481 1.9191 0.039 -0.044 -0.043 0.0005
H -3.0089 1.2761 3.1213 -0.096 0.035 -0.053 -0.0002
H 3.9300 -1.3630 3.3606 -0.014 -0.025 -0.024 0.0003
H 3.0603 3.9389 0.5129 -0.036 0.022 0.018 -0.0002
H 3.1838 -3.9518 -1.2727 0.003 -0.027 -0.009 -0.0003
H -2.5731 4.3013 1.1457 -0.014 0.012 0.029 0.0004
H -4.9005 2.4477 0.9017 -0.014 0.013 -0.024 -0.0002
H -0.6512 -1.9158 -2.5691 -0.105 0.010 0.073 0.0018
H 0.3262 4.0426 -2.7732 -0.025 0.001 0.023 0.0000
H 2.1293 -1.9330 1.7313 -0.044 0.006 0.012 0.0061
H 2.2364 -7.9507 -0.0364 -0.006 0.012 0.013 0.0001

=====

[3]
12
Properties=species:S:1:pos:R:3:forces:R:3:mulliken_charge:R:1 method="wB97M-V/def2-TZVPD" spin_multiplicity=1 total_charge=0 gap_ev=9.818 homo_ev=-8.77 lumo_ev=1.0
S -1.7193 -1.0595 -1.1355 0.245 1.008 -0.032 -0.1777
C -1.2857 0.2535 0.1210 -1.428 -0.261 0.224 -0.9145
C -0.2121 -0.6600 -0.2257 2.192 -2.653 1.119 0.1005
C 1.1279 -0.1529 -0.7937 -1.096 1.332 0.459 -0.9332
H 0.7162 0.8024 1.8417 1.494 0.490 0.543 0.1007
H 0.0521 -1.4776 0.4886 -0.734 0.684 -0.318 0.3275
H 0.0425 0.6367 1.7205 -1.114 -0.192 0.139 -0.0913
H 0.8504 0.7215 -1.3593 0.175 0.831 -0.169 0.3062
H -1.9240 0.2354 1.0531 1.116 -0.262 -1.095 0.4073
H 1.6912 -0.7082 -1.5289 -0.080 -0.962 0.321 0.3375
H 1.7515 0.1691 0.0797 -0.337 -0.395 -0.945 0.2093
H -1.0908 1.2396 -0.2615 -0.433 0.380 -0.246 0.3276

=====

[4]
12
Properties=species:S:1:pos:R:3:forces:R:3:mulliken_charge:R:1 method="wB97M-V/def2-TZVPD" spin_multiplicity=1 total_charge=0 gap_ev=9.405 homo_ev=-10.35 lumo_ev=-0.9
S -1.6453 -1.7851 -1.5140 -1.096 1.178 2.760 0.7268
O -1.4190 1.9707 -0.6719 0.907 -0.133 -1.248 -0.4787
O -1.2692 0.8640 1.1356 0.437 -0.727 0.594 -0.4071
O -1.9926 -0.5325 -0.8738 -0.926 -1.987 -0.684 -0.3756
O 0.3877 0.5285 -0.4625 0.476 1.051 -0.074 -0.3948
O 0.2912 -1.5827 0.2247 1.082 0.296 0.063 -0.6964
O 2.1642 0.9634 1.4339 1.790 -0.153 0.607 -0.3090
O -1.2699 -1.6514 -2.8492 0.964 -0.256 -2.835 -0.3510
N 0.8909 -0.4944 0.3651 -2.839 -0.547 -0.749 1.3013
N -0.9772 1.1646 0.0426 0.293 1.095 1.835 1.1370
N 1.7939 -0.3366 1.1817 1.550 0.371 1.359 -0.5578
H 3.0453 0.8914 1.9878 -2.638 -0.188 -1.629 0.4054

=====

[5]
81
Properties=species:S:1:pos:R:3:forces:R:3:mulliken_charge:R:1 method="wB97M-V/def2-TZVPD" spin_multiplicity=1 total_charge=-2 gap_ev=6.260 homo_ev=-1.91 lumo_ev=4.3
S 1.1521 1.2291 -0.9461 -0.037 0.098 0.118 -0.2590
S -2.8873 1.6881 -0.9912 0.024 0.031 -0.012 -0.4679
S 0.3888 -1.5554 1.8026 -0.075 0.041 0.090 -0.2964
O -1.2069 -2.1058 -1.1472 -0.118 -0.103 -0.010 -0.6748
O 3.4327 -0.9471 -1.3086 -0.054 0.005 -0.039 -0.5833
O 4.7141 -2.3622 -2.5175 0.007 -0.007 0.033 -0.8297
O -1.8826 -4.2461 -1.2714 -0.038 0.025 0.007 -0.8195
N -0.0161 3.7005 -1.3385 0.052 0.029 0.010 0.5948
N 1.3585 -2.8084 -1.5141 -0.041 -0.172 0.025 -0.1016
N -0.4611 2.7959 0.6035 0.031 -0.062 -0.064 0.1955
N 0.6183 1.1499 2.1732 -0.048 -0.132 0.253 0.1997
N 2.4264 0.0338 2.7166 -0.020 -0.065 0.081 0.5010
N -1.9101 0.8258 1.4260 0.150 -0.081 0.023 0.8014
N -3.4979 -0.4486 0.6111 0.079 -0.018 -0.029 0.6188
C 3.3777 -1.0659 3.0311 0.009 0.012 -0.064 1.5079
C -2.3074 -0.0469 2.4149 0.039 -0.057 -0.012 -1.3662
C 2.0883 -5.4720 -1.7246 -0.008 -0.005 -0.001 -0.2622
C -1.0810 4.0143 -3.5008 0.006 -0.001 -0.012 -1.4640
C -5.8579 -0.3259 0.0183 0.009 0.044 -0.019 -1.7551
C 2.6845 1.3773 2.9291 0.037 0.032 -0.057 -0.0587
C 1.5721 2.0496 2.5950 0.004 0.039 -0.018 -1.5542
C -2.7048 0.6322 0.3315 -0.167 0.075 0.060 0.0818
C 3.0314 -4.4690 -1.8498 -0.016 -0.008 -0.055 -0.6395
C -4.5515 -1.0814 -0.2305 -0.015 -0.007 0.022 1.2019
C 3.6696 -1.9084 1.7878 0.010 0.021 0.022 -1.6283
C 1.1665 2.9715 -3.4623 0.003 0.012 -0.014 -2.2936
C 0.1876 2.5736 -0.5764 -0.074 -0.035 -0.032 -0.3070
C -3.2756 -0.8340 1.9268 -0.010 -0.001 -0.045 -0.1176
C -4.2090 -1.0916 -1.7212 -0.008 -0.014 -0.048 -1.6433
C 2.8025 -1.9106 4.1689 0.010 -0.014 0.006 -1.7310
C -1.0652 4.0298 0.5693 0.045 -0.001 0.031 -1.4550
C -4.6808 -2.5514 0.1855 0.018 0.026 0.052 -1.8064
C 0.7598 -5.1240 -1.5364 0.000 0.005 -0.009 -0.5528
C 4.6987 -0.4541 3.5002 -0.002 -0.003 -0.006 -2.2832
C 1.1439 -0.0988 2.2456 0.026 0.057 -0.190 0.2299
C 0.2655 3.9880 -2.7676 -0.019 -0.026 0.006 1.4565
C 0.9560 5.3549 -2.8454 0.000 -0.003 -0.012 -1.7090
C -0.7958 4.5972 -0.6137 -0.024 -0.006 -0.012 -0.1397
C 2.6329 -3.1385 -1.7363 -0.003 0.036 -0.002 0.4034
C 3.6962 -2.0234 -1.8714 0.048 0.003 0.058 0.1341
C 0.4377 -3.7787 -1.4504 0.006 -0.012 -0.011 0.4606
C -1.0271 -3.3459 -1.2727 0.029 -0.061 0.021 0.2115
B -0.7504 1.8013 1.7428 -0.071 0.082 -0.126 0.2687
Li 0.3422 -1.1713 -0.7210 0.219 0.224 -0.023 0.9464
H 1.8913 5.3324 -2.2838 0.001 -0.002 -0.004 0.3701
H -1.7278 4.8140 -3.1355 -0.002 -0.005 0.012 0.3317
H 1.8493 -2.3440 3.8726 -0.002 0.001 0.000 0.3068
H -1.1227 5.5363 -1.0176 0.008 0.008 0.004 0.4710
H 4.0753 -4.6642 -2.0489 0.008 0.008 0.006 0.4605
H 0.3353 6.1608 -2.4525 -0.003 -0.001 0.006 0.3735
H 5.1583 0.1450 2.7127 0.001 0.007 0.004 0.4404
H 4.5000 -2.5836 2.0136 0.009 0.001 -0.016 0.5017
H -5.3981 -3.0295 -0.4826 -0.007 -0.003 -0.004 0.4895
H -6.6707 -0.7890 -0.5471 0.005 0.000 -0.005 0.4662
H 2.8045 -2.4965 1.4957 0.009 0.012 -0.009 0.3357
H 1.3850 3.1087 2.5749 -0.004 -0.003 0.025 0.4639
H 3.9356 -1.2769 0.9379 -0.005 -0.025 -0.008 0.3532
H 2.3816 -6.5154 -1.7874 -0.001 0.000 -0.002 0.3806
H 4.5779 0.1534 4.3999 -0.001 -0.001 0.000 0.5079
H -0.9153 4.1641 -4.5702 0.001 0.009 0.003 0.4736
H -3.2059 -1.4897 -1.8718 0.002 0.002 0.031 0.2058
H -6.1175 -0.3390 1.0805 -0.001 -0.015 -0.002 0.3327
H -4.2700 -0.1026 -2.1600 -0.019 -0.014 0.001 0.4099
H 1.3178 3.3375 -4.4827 0.006 -0.001 -0.006 0.5623
H -3.7682 -1.6684 2.3828 0.008 -0.028 -0.009 0.4246
H -5.0542 -2.6771 1.2037 -0.008 0.020 0.009 0.4021
H 5.3781 -1.2732 3.7365 -0.001 -0.002 -0.003 0.4794
H -1.0939 2.4680 2.7057 -0.014 0.041 -0.031 -0.2495
H -3.7227 -3.0623 0.0683 -0.005 -0.011 -0.015 0.3600
H -1.8070 -0.0808 3.3655 0.008 -0.014 -0.005 0.5515
H -1.6646 4.3782 1.3907 0.001 0.006 0.000 0.5406
H -1.5959 3.0653 -3.3464 0.004 -0.003 -0.005 0.2400
H 3.5005 -2.7171 4.4072 0.001 0.001 -0.001 0.4638
H 1.1828 5.5832 -3.8885 -0.002 0.004 0.001 0.4596
H -4.9292 -1.7531 -2.2115 0.003 -0.008 -0.006 0.5226
H -0.0406 -5.8456 -1.4552 0.003 -0.004 -0.001 0.4760
H 0.7143 1.9853 -3.4993 0.001 0.007 -0.004 0.4603
H 2.1305 2.8670 -2.9710 -0.003 0.003 -0.003 0.4750
H -5.7459 0.7106 -0.3045 0.001 0.002 0.009 0.2718
H 3.6402 1.7491 3.2401 -0.010 0.002 0.035 0.4823
H 2.6565 -1.2986 5.0638 0.001 0.003 -0.003 0.3876

=====

[6]
15
Properties=species:S:1:pos:R:3:forces:R:3:mulliken_charge:R:1 method="wB97M-V/def2-TZVPD" spin_multiplicity=1 total_charge=0 gap_ev=8.255 homo_ev=-7.64 lumo_ev=0.6
N 0.1539 -1.2309 0.9525 0.128 -0.190 0.165 -0.0188
N -1.5485 -2.0114 -0.6377 0.090 0.019 -0.146 -0.5421
C 0.4742 0.9036 0.3574 0.157 0.016 0.294 0.9301
C -0.6597 -1.0072 -0.2160 0.255 0.350 -0.040 0.1840
C 1.0308 2.2782 0.1454 0.003 0.153 0.037 -1.2017
C -0.4428 0.2659 -0.5846 -0.088 -0.252 0.021 -0.5764
C 0.8270 0.1431 1.4348 -0.228 0.314 -0.386 -1.2372
H -0.1988 -1.8789 1.6530 -0.044 0.275 -0.019 0.3250
H 1.1496 -1.4462 0.7636 -0.249 -0.591 -0.294 0.4109
H 0.2469 3.0437 0.1665 0.095 -0.032 -0.023 0.2816
H -2.1865 -1.6453 -1.3364 0.046 -0.079 0.161 0.2495
H -0.8898 0.7411 -1.4531 0.108 -0.090 0.109 0.3421
H 1.7539 2.4929 0.9371 -0.132 0.039 -0.114 0.3261
H 1.5507 2.3575 -0.8192 -0.115 -0.015 0.168 0.2859
H -1.0803 -2.8235 -1.0295 -0.028 0.084 0.068 0.2409